Computed, not measured: 5 unconnected molecules or ions with the total composition C14H33B2ClN4O16P at a distorted geometry, with the ωB97M-V functional and the def2-TZVPD basis.

```
! wB97M-V def2-TZVPD RIJCOSX def2/J DEFGRID3
* xyz -1 1
C -1.280 2.921 4.032
C -0.137 2.542 3.114
O 0.540 3.368 2.673
O 0.045 1.231 2.909
C -0.526 0.757 1.651
C 0.346 1.173 0.455
C 0.748 0.007 -0.437
C 1.875 0.484 -1.370
C 2.072 -0.393 -2.622
C 2.012 0.358 -3.968
B 2.405 -0.638 -5.144
O 2.350 -0.310 -6.490
O 2.787 -1.974 -4.866
O 0.605 0.474 -4.193
B 0.288 1.923 -4.377
P -1.544 2.109 -3.660
O -1.673 3.467 -2.649
O -1.957 0.763 -2.730
O 1.427 2.551 -3.676
C 2.536 1.822 -3.981
C 3.759 2.146 -3.123
Cl 3.007 2.492 -5.681
H -2.056 2.174 4.066
H -0.857 3.040 5.020
H -1.629 3.888 3.705
H -1.517 1.193 1.587
H -0.570 -0.318 1.704
H 1.247 1.611 0.867
H -0.123 1.965 -0.119
H -0.092 -0.381 -1.001
H 1.173 -0.762 0.207
H 2.794 0.448 -0.786
H 1.701 1.532 -1.586
H 1.257 -1.106 -2.646
H 2.985 -0.969 -2.487
H 3.247 -0.037 -6.726
H 1.952 -2.458 -4.790
H 0.136 2.245 -5.538
H -1.379 4.195 -3.209
H -1.879 -0.011 -3.298
H 4.393 1.265 -3.118
H 3.450 2.425 -2.127
H 4.281 2.959 -3.591
C 5.141 -3.679 -4.270
N 6.450 -3.902 -3.590
O 6.445 -4.494 -2.527
O 7.441 -3.472 -4.150
H 4.356 -4.111 -3.661
H 4.999 -2.611 -4.377
H 5.193 -4.164 -5.240
C -4.389 1.367 7.526
N -3.284 1.609 6.556
O -2.891 2.750 6.420
O -2.854 0.635 5.969
H -4.671 2.314 7.972
H -5.218 0.933 6.974
H -4.018 0.677 8.278
C -2.842 -2.158 5.519
N -4.235 -2.506 5.120
O -5.110 -1.704 5.372
O -4.399 -3.579 4.564
H -2.851 -1.184 5.995
H -2.500 -2.927 6.207
H -2.238 -2.141 4.617
C -4.278 -3.007 1.186
N -3.232 -1.957 1.324
O -3.348 -1.166 2.247
O -2.335 -1.956 0.510
H -5.004 -2.877 1.980
H -4.740 -2.885 0.211
H -3.785 -3.971 1.266
*
```

Frontier orbital gap (eV): 4.343
E_HOMO (eV): -3.2
E_LUMO (eV): 1.2

---

Computed, not measured: a molecular structure, C14H33N2OS4SiTi at a distorted geometry, with the ωB97M-V functional and the def2-TZVPD basis.

```
! wB97M-V def2-TZVPD RIJCOSX def2/J DEFGRID3
* xyz 1 1
Ti 0.161 -0.279 -0.274
C -2.932 -0.672 1.180
C -2.975 0.801 0.809
S -1.705 1.330 -0.407
C -2.576 1.110 -1.987
C -2.765 -0.341 -2.402
S -1.140 -1.148 -2.509
C -1.539 -2.853 -2.043
C -0.247 -3.579 -1.683
S 0.783 -2.779 -0.407
C 0.087 -3.472 1.124
C -1.289 -2.946 1.504
S -1.204 -1.123 1.542
H -3.302 -1.309 0.379
H -3.542 -0.841 2.065
H -2.771 1.413 1.686
H -3.956 1.085 0.428
H -1.951 1.639 -2.707
H -3.533 1.631 -1.935
H -3.253 -0.383 -3.375
H -3.381 -0.884 -1.690
H -2.023 -3.361 -2.877
H -2.234 -2.822 -1.207
H 0.397 -3.658 -2.559
H -0.463 -4.593 -1.348
H 0.818 -3.201 1.886
H 0.084 -4.558 1.041
H -1.560 -3.306 2.495
H -2.057 -3.271 0.804
C 2.964 0.269 -4.022
N 2.635 1.442 -3.218
C 1.861 1.346 -2.133
N 1.583 2.480 -1.454
O 1.394 0.226 -1.797
H 3.642 0.581 -4.811
H 2.070 -0.159 -4.473
H 3.450 -0.492 -3.417
H 3.029 2.331 -3.466
H 2.082 3.327 -1.662
H 1.243 2.397 -0.510
C 0.983 3.331 1.864
Si 1.442 1.633 2.523
C 3.056 1.832 3.431
C 0.151 1.212 3.804
C 1.599 0.382 1.163
H 0.833 4.011 2.711
H 0.050 3.331 1.286
H 1.779 3.773 1.249
H 2.977 2.577 4.233
H 3.860 2.146 2.755
H 3.357 0.880 3.884
H 0.265 1.900 4.649
H 0.261 0.189 4.183
H -0.874 1.318 3.426
H 1.868 -0.563 1.657
H 2.509 0.670 0.611
*
```

Frontier orbital gap (alpha / beta) (eV): 6.600 / 6.603
E_HOMO (alpha / beta) (eV): -8.7 / -8.7
E_LUMO (alpha / beta) (eV): -2.1 / -2.1
Energy above the lowest of the compared OMol25 structures with the same formula, charge and spin (kcal/mol): 13.12

---

Computed, not measured: a molecular structure, C14H34Br6O12S4 at a distorted geometry, with the ωB97M-V functional and the def2-TZVPD basis.

```
! wB97M-V def2-TZVPD RIJCOSX def2/J DEFGRID3
* xyz 0 1
O -5.306 6.510 -24.941
S -5.284 6.229 -23.497
O -4.127 5.649 -22.710
O -5.808 7.593 -22.668
C -6.922 8.304 -23.104
C -8.164 8.078 -22.434
C -6.767 5.119 -23.365
H -6.940 8.426 -24.187
H -6.744 9.354 -22.872
H -7.850 7.370 -21.667
H -8.840 7.456 -23.021
H -8.662 8.927 -21.966
H -7.715 5.628 -23.539
H -6.897 4.829 -22.323
H -6.544 4.350 -24.104
O -8.901 11.054 -16.763
S -8.174 12.326 -16.773
O -6.713 12.399 -17.085
O -9.047 13.331 -17.736
C -9.153 13.100 -19.122
C -9.085 11.639 -19.678
C -8.350 13.191 -15.151
H -8.411 13.795 -19.516
H -10.046 13.555 -19.551
H -8.082 11.212 -19.670
H -9.568 11.556 -20.652
H -9.590 10.997 -18.956
H -9.416 13.234 -14.932
H -7.993 14.220 -15.210
H -7.785 12.639 -14.400
O -12.795 10.154 -26.725
S -11.852 9.066 -26.316
O -12.142 8.197 -25.130
O -11.739 8.023 -27.668
C -11.247 6.654 -27.392
C -10.725 6.184 -28.774
C -10.065 9.680 -26.349
H -11.895 5.965 -26.850
H -10.295 6.680 -26.862
H -10.398 5.151 -28.651
H -9.910 6.841 -29.076
H -11.488 6.117 -29.550
H -10.034 10.544 -27.014
H -9.415 8.998 -26.897
H -9.687 9.856 -25.342
O -8.173 10.222 -20.908
S -8.337 9.343 -19.727
O -9.366 9.688 -18.725
O -8.484 7.764 -20.148
C -8.548 6.789 -19.054
C -8.225 5.419 -19.519
C -6.642 9.354 -18.969
H -9.559 6.962 -18.685
H -7.934 7.139 -18.224
H -7.275 5.277 -20.035
H -9.100 5.060 -20.059
H -8.155 4.879 -18.574
H -6.141 10.321 -18.942
H -6.085 8.703 -19.643
H -6.646 8.977 -17.947
C -5.333 9.561 -25.259
Br -3.749 8.328 -25.493
Br -7.080 8.966 -25.947
Br -4.777 11.393 -25.741
H -5.324 9.662 -24.174
C -8.050 10.931 -22.769
Br -6.161 11.160 -23.214
Br -9.205 10.213 -24.266
Br -8.885 12.496 -21.943
H -8.084 10.144 -22.016
*
```

Frontier orbital gap (eV): 7.630
E_HOMO (eV): -8.0
E_LUMO (eV): -0.4
Energy above the lowest of the compared OMol25 structures with the same formula, charge and spin (kcal/mol): 584.22

---

Computed, not measured: a molecular structure, C14H34Br8O8P2 at a distorted geometry, with the ωB97M-V functional and the def2-TZVPD basis.

```
! wB97M-V def2-TZVPD RIJCOSX def2/J DEFGRID3
* xyz 0 1
Br -7.868 24.412 3.914
C -9.014 23.635 5.376
C -8.497 22.332 5.898
Br -9.951 21.483 6.976
H -10.043 23.496 5.043
H -8.956 24.204 6.304
H -7.582 22.355 6.489
H -8.180 21.665 5.096
Br -10.056 21.212 4.313
C -9.445 19.546 3.540
C -8.199 19.682 2.618
Br -6.745 20.713 3.500
H -10.224 19.238 2.843
H -9.292 18.774 4.294
H -8.574 20.061 1.667
H -7.771 18.686 2.502
Br -8.435 20.633 0.344
C -9.068 22.157 1.434
C -9.671 23.171 0.484
Br -10.317 24.714 1.565
H -8.261 22.402 2.124
H -9.925 21.988 2.086
H -10.503 22.746 -0.078
H -8.911 23.633 -0.146
Br -6.690 15.064 3.745
C -5.745 15.961 2.201
C -6.364 17.333 1.952
Br -5.585 18.124 0.236
H -5.859 15.231 1.399
H -4.690 16.207 2.325
H -6.081 18.025 2.745
H -7.453 17.285 1.931
C -8.735 16.609 -0.656
O -9.943 16.882 0.056
P -10.005 16.990 1.679
O -9.064 17.892 2.377
O -11.569 17.174 1.921
C -12.246 18.481 1.738
O -9.877 15.408 2.110
C -9.889 14.954 3.403
H -8.203 17.542 -0.842
H -9.000 15.959 -1.490
H -8.061 16.075 0.014
H -11.728 19.196 1.098
H -12.635 18.788 2.709
H -13.243 18.280 1.347
H -8.970 14.386 3.546
H -10.821 14.395 3.493
H -9.915 15.599 4.281
C -14.766 17.307 5.773
O -13.422 17.296 6.100
P -12.248 16.774 5.065
O -12.586 15.425 4.536
O -10.855 16.839 5.980
C -9.883 15.837 5.769
O -12.163 17.983 4.031
C -11.291 19.081 4.223
H -15.194 16.304 5.797
H -15.028 17.808 4.841
H -15.175 17.972 6.533
H -9.625 15.388 6.728
H -8.888 16.203 5.516
H -10.075 15.043 5.048
H -11.872 19.916 4.614
H -10.947 19.462 3.262
H -10.435 19.000 4.892
*
```

Frontier orbital gap (eV): 8.313
E_HOMO (eV): -8.3
E_LUMO (eV): 0.1
Energy above the lowest of the compared OMol25 structures with the same formula, charge and spin (kcal/mol): 495.76